{
  "formula": "C27H41CsN5O5S2Si",
  "method": "wB97M-V/def2-TZVPD",
  "total_charge": -1,
  "de_lowest_kcal_mol": 30.2,
  "homo_energy_ev": -4.207,
  "species": ["Cs", "O", "N", "N", "O", "C", "C", "C", "C", "C", "C", "H", "H", "H", "H", "H", "C", "N", "C", "C", "N", "C", "S", "C", "C", "C", "C", "C", "N", "H", "H", "H", "H", "H", "H", "H", "H", "H", "C", "C", "C", "C", "O", "Si", "S", "O", "C", "C", "C", "C", "O", "C", "C", "C", "C", "H", "H", "H", "H", "H", "H", "H", "H", "H", "H", "H", "H", "H", "H", "H", "H", "H", "H", "H", "H", "H", "H", "H", "H", "H", "H", "H"],
  "coordinates": [[1.64, -1.44, -0.17], [2.76, -3.02, 1.31], [3.97, -3.25, 1.00], [4.28, -3.18, -0.25], [3.46, -2.89, -1.22], [5.64, -3.49, -0.56], [6.61, -3.66, 0.42], [7.91, -3.97, 0.06], [8.25, -4.12, -1.28], [7.28, -3.94, -2.26], [5.98, -3.62, -1.90], [6.34, -3.54, 1.46], [8.67, -4.10, 0.82], [9.27, -4.37, -1.56], [7.55, -4.05, -3.30], [5.21, -3.47, -2.64], [-3.13, -2.83, -4.86], [-3.09, -3.93, -3.93], [-3.90, -5.04, -3.92], [-3.53, -5.81, -2.89], [-2.47, -5.18, -2.24], [-2.18, -3.98, -2.90], [-1.06, -2.80, -2.64], [-1.83, -5.73, -1.10], [-2.25, -6.95, -0.58], [-1.59, -7.46, 0.52], [-0.53, -6.75, 1.07], [-0.18, -5.55, 0.48], [-0.82, -5.05, -0.57], [-3.92, -3.01, -5.59], [-2.17, -2.73, -5.36], [-3.31, -1.90, -4.32], [-4.68, -5.19, -4.65], [-3.93, -6.75, -2.56], [-3.07, -7.51, -1.01], [-1.90, -8.41, 0.95], [0.01, -7.12, 1.93], [0.64, -4.95, 0.85], [-4.70, 2.90, 1.51], [-3.52, 3.33, 0.65], [-3.54, 2.56, -0.67], [-3.60, 4.84, 0.38], [-2.35, 3.04, 1.41], [-0.77, 2.87, 0.94], [-0.27, 0.98, 0.37], [-0.56, 3.98, -0.28], [0.56, 4.78, -0.63], [0.62, 6.01, 0.29], [0.32, 5.22, -2.07], [1.87, 4.00, -0.54], [0.12, 3.44, 2.22], [-0.15, 3.47, 3.61], [-1.14, 4.59, 3.93], [-0.70, 2.12, 4.10], [1.19, 3.75, 4.29], [-5.65, 3.15, 1.02], [-4.66, 3.40, 2.48], [-4.66, 1.82, 1.68], [-4.47, 2.75, -1.21], [-3.44, 1.49, -0.47], [-2.69, 2.86, -1.29], [-4.54, 5.10, -0.11], [-2.77, 5.14, -0.25], [-3.54, 5.39, 1.33], [-0.35, 6.53, 0.27], [1.40, 6.70, -0.03], [0.81, 5.68, 1.31], [-0.64, 5.73, -2.15], [0.31, 4.35, -2.72], [1.12, 5.90, -2.40], [2.03, 3.67, 0.49], [2.70, 4.62, -0.86], [1.81, 3.11, -1.17], [-2.09, 4.38, 3.46], [-0.76, 5.54, 3.54], [-1.28, 4.69, 5.01], [-1.65, 1.92, 3.61], [-0.84, 2.14, 5.18], [-0.01, 1.32, 3.84], [1.61, 4.68, 3.90], [1.89, 2.94, 4.08], [1.06, 3.84, 5.37]],
  "mulliken_charge": [0.999, -0.683, -0.252, 0.865, -0.829, 0.036, -0.272, -0.451, -0.422, -0.408, -0.361, 0.417, 0.344, 0.355, 0.337, 0.387, -0.880, 0.145, -0.474, -0.285, 0.298, -0.249, -0.296, 0.984, -0.611, -0.595, -0.595, -0.329, -0.193, 0.313, 0.309, 0.328, 0.419, 0.279, 0.197, 0.394, 0.395, 0.407, -1.839, 1.845, -1.495, -1.425, 0.127, -0.712, -0.455, 0.027, 1.779, -1.384, -1.818, -1.483, -0.468, 1.817, -1.383, -1.462, -1.802, 0.416, 0.358, 0.388, 0.456, 0.365, 0.206, 0.483, 0.084, 0.320, 0.320, 0.486, 0.066, 0.357, 0.386, 0.415, 0.183, 0.470, 0.331, 0.070, 0.309, 0.495, 0.193, 0.473, 0.326, 0.361, 0.381, 0.412]
}

{
  "formula": "C27H42Cl3N4O3SiTi",
  "method": "wB97M-V/def2-TZVPD",
  "multiplicity": 3,
  "total_charge": -1,
  "homo_energy_ev": [-1.483, -1.492],
  "species": ["C", "C", "H", "H", "H", "C", "C", "H", "H", "H", "H", "Ti", "Cl", "Cl", "H", "H", "C", "C", "N", "H", "C", "O", "H", "H", "H", "H", "H", "H", "C", "C", "N", "H", "C", "O", "H", "H", "H", "H", "O", "C", "C", "C", "H", "C", "H", "C", "H", "C", "C", "H", "H", "H", "Si", "Cl", "C", "C", "C", "H", "H", "H", "H", "H", "H", "H", "H", "H", "N", "C", "N", "C", "C", "C", "C", "C", "C", "H", "H", "H", "H", "H", "H"],
  "coordinates": [[-2.11, -2.53, -4.41], [-1.25, -2.86, -3.20], [-2.69, -3.41, -4.72], [-1.48, -2.16, -5.24], [-2.87, -1.76, -4.17], [-0.49, -4.03, -3.21], [0.23, -4.62, -4.33], [-0.40, -4.59, -2.31], [0.99, -4.04, -4.84], [-0.40, -5.03, -5.10], [0.71, -5.51, -3.95], [0.52, 1.58, 1.02], [-1.83, 1.78, 0.79], [1.86, 3.33, 0.34], [1.72, 5.60, 4.49], [-0.36, 6.82, 3.58], [1.74, 4.98, 3.57], [-0.18, 6.24, 2.67], [0.36, 4.94, 3.04], [2.10, 3.97, 3.80], [-0.25, 3.83, 2.62], [0.28, 2.68, 2.78], [-1.13, 6.09, 2.15], [-1.20, 3.95, 2.07], [2.42, 5.49, 2.86], [0.51, 6.79, 2.01], [1.87, -0.79, -3.18], [2.45, -3.46, -1.86], [2.80, -0.67, -2.61], [3.22, -2.77, -1.49], [2.73, -1.40, -1.34], [3.06, 0.38, -2.49], [2.75, -0.93, -0.05], [2.47, 0.21, 0.42], [3.61, -3.15, -0.54], [3.07, -1.72, 0.65], [3.58, -1.17, -3.20], [4.04, -2.79, -2.23], [-0.66, -1.51, -2.73], [-1.52, -2.07, -1.82], [0.10, -3.39, -0.29], [-1.12, -2.70, -0.54], [0.88, -3.49, -1.08], [0.37, -4.09, 0.92], [-2.42, -1.47, -1.73], [-2.06, -2.79, 0.52], [1.33, -4.57, 1.10], [-0.63, -4.16, 1.91], [-1.84, -3.52, 1.68], [-3.04, -2.34, 0.35], [-0.47, -4.79, 2.79], [-2.61, -3.59, 2.44], [-0.46, 2.16, -3.01], [0.18, 0.56, -0.88], [1.12, 3.03, -3.59], [-1.17, 3.56, -1.94], [-1.69, 1.71, -4.30], [2.02, 2.40, -3.69], [1.37, 3.83, -2.87], [0.99, 3.54, -4.56], [-1.22, 1.23, -5.15], [-2.17, 2.62, -4.66], [-2.46, 1.06, -3.89], [-1.95, 3.26, -1.24], [-1.57, 4.44, -2.50], [-0.35, 3.97, -1.32], [0.68, -1.52, 3.97], [0.89, -1.07, 2.69], [0.12, 0.00, 2.42], [-0.82, 0.07, 3.49], [-1.87, 0.95, 3.70], [-2.33, 1.16, 4.99], [-1.77, 0.45, 6.04], [-0.80, -0.56, 5.82], [-0.39, -0.78, 4.50], [1.14, -2.33, 4.39], [1.64, -1.48, 2.02], [-2.33, 1.44, 2.86], [-3.13, 1.88, 5.14], [-2.09, 0.68, 7.06], [-0.34, -1.14, 6.61]],
  "mulliken_spin": [0.001, 0.015, 0.000, 0.000, 0.001, 0.005, -0.001, 0.001, 0.000, 0.000, 0.000, 1.164, 0.019, 0.026, 0.000, 0.000, 0.000, -0.001, 0.000, -0.001, 0.009, 0.003, 0.000, -0.004, 0.001, 0.001, 0.004, 0.000, 0.031, 0.000, -0.008, -0.005, 0.009, -0.037, 0.000, 0.009, 0.002, 0.000, 0.003, 0.024, 0.000, -0.004, 0.000, -0.003, -0.009, 0.002, 0.000, 0.001, -0.001, 0.000, 0.000, 0.000, 0.780, -0.276, 0.079, 0.015, 0.091, -0.016, 0.003, 0.010, 0.006, 0.019, -0.006, -0.001, 0.007, 0.001, 0.000, 0.031, -0.008, 0.012, 0.005, 0.000, -0.001, 0.001, 0.006, 0.000, -0.015, 0.000, 0.000, 0.000, 0.000]
}

{
  "formula": "C27H42F3FeO27",
  "method": "wB97M-V/def2-TZVPD",
  "multiplicity": 6,
  "homo_energy_ev": [-9.884, -10.055],
  "species": ["Fe", "C", "C", "O", "O", "H", "H", "H", "C", "C", "O", "O", "H", "H", "H", "C", "C", "O", "O", "H", "H", "H", "C", "C", "O", "C", "O", "O", "F", "H", "H", "H", "C", "C", "O", "C", "O", "O", "F", "H", "H", "H", "C", "C", "O", "C", "O", "O", "F", "H", "H", "H", "C", "O", "C", "O", "O", "C", "H", "H", "H", "H", "H", "H", "C", "O", "C", "O", "O", "C", "H", "H", "H", "H", "H", "H", "C", "O", "C", "O", "O", "C", "H", "H", "H", "H", "H", "H", "C", "O", "C", "O", "O", "C", "H", "H", "H", "H", "H", "H"],
  "coordinates": [[0.25, -0.38, 0.37], [-0.38, 1.64, -3.10], [-0.09, 0.86, -1.82], [-0.65, 1.13, -0.70], [0.62, -0.09, -1.69], [-0.63, 2.69, -2.98], [-1.18, 1.27, -3.73], [0.54, 1.67, -3.67], [3.24, 0.78, 2.85], [2.04, 0.33, 2.00], [1.19, -0.54, 2.20], [1.75, 0.87, 0.96], [3.06, 0.52, 3.89], [3.36, 1.85, 3.02], [4.19, 0.42, 2.45], [-3.22, -2.27, 1.16], [-1.90, -1.52, 1.04], [-1.73, -0.34, 1.36], [-0.92, -2.00, 0.52], [-3.23, -3.33, 0.91], [-3.94, -1.83, 0.47], [-3.68, -2.27, 2.14], [-0.59, -4.32, 5.51], [-1.15, -3.09, 4.91], [-0.04, -2.63, 4.15], [1.00, -3.46, 4.21], [2.10, -3.28, 3.71], [0.84, -4.32, 5.13], [-1.46, -2.26, 5.86], [-1.09, -5.21, 5.12], [-0.61, -4.28, 6.59], [-2.07, -3.25, 4.33], [3.07, 3.49, -2.12], [3.21, 4.20, -0.76], [2.02, 4.95, -0.62], [1.55, 5.18, -1.85], [0.65, 5.95, -2.19], [2.25, 4.45, -2.75], [4.28, 5.01, -0.59], [2.73, 2.45, -2.13], [4.11, 3.52, -2.44], [3.23, 3.49, 0.07], [-2.14, 4.02, -0.13], [-1.99, 3.57, 1.36], [-2.94, 4.31, 2.05], [-3.20, 5.40, 1.23], [-3.95, 6.34, 1.57], [-2.68, 5.36, -0.01], [-0.75, 3.84, 1.79], [-2.78, 3.40, -0.76], [-1.21, 4.15, -0.69], [-2.16, 2.50, 1.50], [-2.90, -1.53, -4.23], [-3.19, -2.88, -4.04], [-2.44, -3.51, -3.07], [-1.51, -3.02, -2.42], [-3.10, -4.68, -2.83], [-3.19, -5.28, -1.57], [-3.11, -1.17, -5.23], [-1.82, -1.38, -4.29], [-3.24, -1.01, -3.33], [-3.49, -6.29, -1.86], [-3.89, -4.68, -0.98], [-2.22, -5.30, -1.09], [1.60, -4.69, 0.49], [2.79, -3.93, 0.24], [2.81, -2.71, -0.06], [1.81, -2.01, -0.10], [4.09, -2.37, -0.44], [4.46, -1.08, -0.75], [0.92, -4.12, 1.12], [1.94, -5.55, 1.07], [1.13, -4.90, -0.47], [3.64, -0.41, -0.49], [4.67, -0.99, -1.81], [5.40, -0.93, -0.22], [-0.72, 1.41, -8.27], [0.11, 0.99, -7.21], [-0.04, -0.18, -6.74], [-0.95, -0.95, -7.05], [0.97, -0.44, -5.89], [0.98, -1.66, -5.14], [-1.66, 1.79, -7.87], [-0.92, 0.65, -9.03], [-0.06, 2.19, -8.67], [-0.04, -2.04, -5.05], [1.44, -1.56, -4.16], [1.56, -2.41, -5.67], [-1.46, 0.67, 4.63], [-0.21, 1.26, 4.91], [-0.13, 2.30, 5.77], [-1.11, 2.66, 6.46], [1.08, 2.76, 5.69], [1.48, 3.88, 6.41], [-2.08, 0.51, 5.51], [-1.33, -0.35, 4.28], [-2.02, 1.27, 3.90], [1.67, 3.76, 7.48], [0.86, 4.76, 6.24], [2.48, 4.19, 6.12]],
  "mulliken_spin": [4.372, 0.008, -0.020, 0.127, 0.090, -0.001, 0.002, 0.002, 0.004, -0.052, 0.126, 0.118, 0.000, 0.002, 0.001, 0.009, -0.016, 0.101, 0.104, 0.001, 0.001, 0.001, 0.000, 0.000, 0.001, -0.001, 0.000, 0.000, 0.000, 0.000, 0.000, 0.000, 0.000, 0.000, 0.000, 0.000, 0.000, 0.000, 0.000, 0.000, 0.000, 0.001, 0.003, -0.002, 0.000, 0.000, 0.000, 0.000, 0.000, 0.000, -0.001, -0.001, 0.000, 0.000, 0.000, 0.000, 0.000, 0.000, 0.000, 0.000, 0.000, 0.000, 0.000, 0.000, 0.000, 0.002, 0.009, 0.009, 0.001, 0.000, -0.001, 0.000, 0.000, 0.000, 0.000, 0.000, 0.000, 0.000, 0.000, 0.000, 0.000, 0.001, 0.000, 0.000, 0.000, 0.000, 0.000, 0.000, 0.002, -0.002, 0.000, 0.000, 0.000, 0.000, 0.000, -0.002, -0.001, 0.000, 0.000, 0.000]
}